The following is a DFT calculation (the ωB97M-V functional and the def2-TZVPD basis) of a cluster of 3 separate species, C3H12N2O2 in total at a distorted geometry.

Last column: natural (NBO) charge in e.
Cartesian coordinates (Å):
O -1.9565 1.6968 -0.1823  -0.94
O -1.4532 -0.4683 -1.8994  -0.96
N -0.0144 -2.0353 0.8106  -0.81
N 1.3161 -0.2390 -1.1591  -0.82
C 1.7522 1.1275 0.8335  -0.64
C 0.9491 0.0484 0.1010  0.08
C 0.1378 -0.7007 0.8722  -0.11
H -1.1328 1.4827 0.2539  0.48
H -0.8846 -2.1767 1.3705  0.36
H -0.4212 -0.2181 1.7354  0.17
H -2.0789 -1.0127 -1.3243  0.45
H 0.9338 -1.0785 -1.4692  0.37
H -0.0482 -2.4980 -0.0848  0.37
H 0.9722 1.4470 1.4690  0.22
H 2.4625 0.7254 1.5535  0.21
H -2.6145 1.4959 0.4839  0.47
H 2.3322 1.6138 -0.0159  0.22
H 1.3296 0.4323 -1.9520  0.39
H -1.5811 0.3577 -1.3964  0.49

Calculated values
* relative energy (zero: lowest compared OMol25 entry of this formula, charge and spin): 288.0 kJ/mol
* net charge: 0
* Kohn-Sham gap: 7.16 eV
* SMILES string: C/C(N)=C/N.O.O